Molecular formula: C46H84BrCl2F3N2O6
Method: DFT, ωB97M-V/def2-TZVPD

Results
Relative energy (zero: lowest compared OMol25 entry of this formula, charge and spin): 0.0 kJ/mol
Gap between HOMO and LUMO (alpha / beta): 7.3510 / 7.0567 eV
LUMO energy (alpha / beta): 0.34 / 0.05 eV

Structure (ORCA input):
```
! wB97M-V def2-TZVPD RIJCOSX def2/J DEFGRID3
* xyz 0 3
C 6.77 1.24 2.07
O 5.49 1.31 1.47
C 5.49 2.02 0.24
C 4.30 2.99 0.12
C 3.15 2.70 1.08
C 2.30 1.48 0.74
C 1.80 1.52 -0.71
C 0.68 0.51 -0.99
C 1.15 -0.93 -1.30
O 1.98 -1.27 -0.21
C 2.56 -2.55 -0.18
C 3.35 -2.65 1.14
C 4.84 -2.33 1.01
C 5.82 -3.43 1.49
C 5.37 -4.86 1.14
C 7.18 -3.12 0.82
C 7.25 -3.47 -0.67
C 8.55 -3.04 -1.32
C 8.73 -1.72 -1.83
C 8.84 -0.55 -0.90
C 8.84 -1.48 -3.31
C 1.79 -0.91 -2.68
Cl 0.65 -1.03 -4.00
C 3.08 -0.75 -3.00
C 4.20 -0.60 -2.02
Cl 3.61 -0.69 -4.64
C -0.12 -1.84 -1.21
C -1.48 -1.24 -1.61
C -2.31 -0.75 -0.43
O -3.41 -1.62 -0.21
C -3.80 -1.75 1.12
C -5.31 -1.65 1.21
F -5.92 -2.52 0.37
F -5.72 -0.39 0.91
F -5.73 -1.92 2.49
O 0.10 -3.06 -1.93
C -0.51 -4.14 -1.33
Br -0.99 -5.42 -2.74
H 6.75 0.40 2.76
H 7.55 1.03 1.34
H 6.98 2.15 2.63
H 5.50 1.30 -0.58
H 6.42 2.59 0.16
H 4.68 3.99 0.36
H 3.99 3.04 -0.92
H 3.56 2.58 2.08
H 2.52 3.59 1.12
H 1.40 1.53 1.35
H 2.88 0.59 0.93
H 2.60 1.49 -1.45
H 1.34 2.50 -0.83
H 0.12 0.90 -1.83
H 0.06 0.50 -0.09
H 1.84 -3.37 -0.19
H 3.25 -2.73 -1.00
H 3.15 -3.61 1.59
H 2.89 -1.91 1.80
H 5.13 -2.05 0.01
H 5.04 -1.46 1.64
H 5.96 -3.31 2.56
H 4.67 -4.84 0.30
H 6.22 -5.48 0.92
H 4.80 -5.27 1.97
H 7.35 -2.05 0.93
H 7.98 -3.63 1.35
H 7.14 -4.53 -0.86
H 6.46 -2.96 -1.23
H 9.31 -3.81 -1.40
H 9.65 0.09 -1.25
H 9.03 -0.86 0.12
H 7.93 0.06 -0.94
H 7.89 -1.73 -3.79
H 9.63 -2.11 -3.72
H 9.09 -0.44 -3.49
H 4.71 -1.55 -1.91
H 4.93 0.08 -2.45
H 3.90 -0.18 -1.07
H -0.18 -2.09 -0.15
H -1.43 -0.51 -2.40
H -2.05 -2.07 -2.04
H -1.68 -0.78 0.46
H -2.61 0.29 -0.55
H -3.40 -0.97 1.78
H -3.52 -2.72 1.52
H 0.16 -4.69 -0.68
H -1.45 -3.89 -0.84
C -8.32 1.85 -3.94
C -8.50 0.51 -4.67
C -9.66 -0.27 -4.05
C -9.34 -0.86 -2.69
C -8.06 -1.70 -2.75
C -6.87 -0.95 -3.34
N -7.24 -0.29 -4.63
O -7.24 -1.17 -5.59
C -6.35 0.08 -2.33
C -5.71 -1.92 -3.56
C -8.84 0.87 -6.12
H -7.32 2.27 -4.12
H -9.04 2.58 -4.31
H -8.47 1.79 -2.87
H -9.96 -1.08 -4.73
H -10.53 0.40 -3.98
H -9.24 -0.08 -1.93
H -10.17 -1.49 -2.36
H -7.80 -2.05 -1.75
H -8.26 -2.60 -3.35
H -5.59 0.72 -2.78
H -5.89 -0.43 -1.49
H -7.12 0.72 -1.91
H -5.99 -2.77 -4.18
H -5.39 -2.31 -2.59
H -4.86 -1.42 -4.02
H -8.01 1.39 -6.59
H -9.71 1.52 -6.13
H -9.08 -0.01 -6.71
C -1.07 5.30 5.75
C -0.98 4.68 4.34
C -2.36 4.71 3.68
C -3.33 3.67 4.25
C -2.70 2.28 4.22
C -1.33 2.22 4.90
N -0.43 3.29 4.40
O 0.05 2.96 3.24
C -1.50 2.30 6.43
C -0.71 0.85 4.64
C -0.03 5.58 3.56
H -0.21 5.00 6.36
H -1.06 6.38 5.69
H -1.98 5.03 6.29
H -2.25 4.53 2.60
H -2.78 5.71 3.78
H -3.62 3.94 5.27
H -4.24 3.67 3.66
H -3.37 1.56 4.71
H -2.61 1.96 3.18
H -0.53 2.39 6.92
H -1.97 1.40 6.80
H -2.12 3.13 6.76
H -0.63 0.63 3.58
H -1.32 0.08 5.10
H 0.29 0.79 5.07
H 0.97 5.56 3.99
H -0.40 6.61 3.59
H 0.04 5.30 2.51
*
```

***

Molecular formula: C4H5NO2
Method: DFT, ωB97M-V/def2-TZVPD

Results
SMILES string: Cc1coc(O)n1
Relative energy (zero: lowest compared OMol25 entry of this formula, charge and spin): 198.0 kJ/mol
Gap between HOMO and LUMO: 9.9518 eV
LUMO energy: 0.80 eV

Structure (ORCA input):
```
! wB97M-V def2-TZVPD RIJCOSX def2/J DEFGRID3
* xyz 0 1
C 0.43 -1.44 1.14
C 0.16 -0.26 0.25
C 0.47 -0.60 -1.02
O -0.12 0.81 -1.79
C -0.43 1.51 -0.75
O -0.83 2.78 -0.84
N -0.34 0.98 0.46
H 1.18 -1.28 1.91
H -0.50 -1.86 1.55
H 0.89 -2.15 0.44
H 0.07 -1.54 -1.43
H -0.97 3.05 0.09
*
```

***

Molecular formula: C2H2OS2
Method: DFT, ωB97M-V/def2-TZVPD

Results
SMILES string: O=CC(=S)S
Relative energy (zero: lowest compared OMol25 entry of this formula, charge and spin): 210.6 kJ/mol
Gap between HOMO and LUMO: 7.5816 eV
LUMO energy: -1.86 eV

Structure (ORCA input):
```
! wB97M-V def2-TZVPD RIJCOSX def2/J DEFGRID3
* xyz 0 1
O 1.46 1.13 0.04
C 0.31 1.15 -0.16
C -0.31 -0.09 0.01
S -1.96 -0.27 -0.06
S 0.96 -1.46 -0.12
H -0.39 1.80 -0.20
H -0.07 -2.26 0.50
*
```

***

Molecular formula: C27H21N2O8S2
Method: DFT, ωB97M-V/def2-TZVPD

Results
Gap between HOMO and LUMO: 4.9233 eV
LUMO energy: 1.96 eV

Structure (ORCA input):
```
! wB97M-V def2-TZVPD RIJCOSX def2/J DEFGRID3
* xyz -1 1
O 5.38 -4.49 -0.38
N 5.47 -4.27 0.85
O 6.47 -4.58 1.54
C 4.38 -3.62 1.51
C 4.48 -3.26 2.86
C 3.45 -2.52 3.44
C 2.29 -2.21 2.72
C 2.18 -2.58 1.36
C 0.99 -2.13 0.58
N 0.50 -3.20 -0.34
O -0.58 -3.75 -0.06
O 1.19 -3.50 -1.33
C 3.23 -3.29 0.76
H 5.41 -3.49 3.38
H 3.56 -2.18 4.47
H 1.46 -1.66 3.17
H 0.19 -1.78 1.22
H 3.16 -3.62 -0.28
C 0.00 5.80 1.90
C -0.16 4.62 2.63
C -0.86 3.54 2.08
C -1.36 3.64 0.78
S -2.28 2.28 0.08
C -1.13 1.02 -0.48
C 0.21 1.18 -0.55
C 1.14 0.56 -1.51
C 1.70 -0.67 -1.24
C 2.62 -1.29 -2.07
C 2.94 -0.70 -3.31
C 2.40 0.56 -3.60
C 1.52 1.19 -2.72
S -1.83 -0.62 -0.69
C -3.61 -0.48 -0.85
C -4.41 -1.07 0.12
C -5.80 -0.93 0.05
C -6.37 -0.23 -1.01
C -5.57 0.32 -2.01
C -4.18 0.19 -1.94
O -1.29 -1.21 -1.89
O -1.70 -1.27 0.60
O -3.05 1.70 1.17
O -2.96 2.81 -1.08
C -1.23 4.83 0.05
C -0.54 5.90 0.62
H 0.56 6.63 2.34
H 0.25 4.52 3.64
H -1.02 2.63 2.65
H 0.57 2.07 -0.03
H 1.35 -1.19 -0.23
H 3.03 -2.26 -1.80
H 3.60 -1.24 -3.99
H 2.67 1.05 -4.53
H 1.05 2.15 -2.95
H -3.94 -1.61 0.94
H -6.41 -1.38 0.84
H -7.45 -0.12 -1.06
H -6.00 0.86 -2.85
H -3.53 0.59 -2.71
H -1.67 4.91 -0.94
H -0.42 6.82 0.04
*
```

***

Molecular formula: C6H6N2
Method: DFT, ωB97M-V/def2-TZVPD

Results
SMILES string: C=CC1=NN=CC1=C
Relative energy (zero: lowest compared OMol25 entry of this formula, charge and spin): 377.2 kJ/mol
Gap between HOMO and LUMO: 7.7202 eV
LUMO energy: -1.34 eV

Structure (ORCA input):
```
! wB97M-V def2-TZVPD RIJCOSX def2/J DEFGRID3
* xyz 0 1
C -0.69 -1.59 1.53
C -1.25 -0.53 0.90
C -0.83 0.45 -0.20
N -1.43 1.55 -0.62
N -0.60 2.24 -1.40
C 0.48 1.47 -1.66
C 0.48 0.40 -0.80
C 1.55 -0.22 -0.26
H -1.22 -1.98 2.27
H 0.36 -2.06 1.26
H -2.12 -0.27 1.46
H 1.07 1.67 -2.52
H 2.52 -0.31 -0.73
H 1.69 -0.83 0.77
*
```

***

Molecular formula: C4H11NO2
Method: DFT, ωB97M-V/def2-TZVPD

Results
SMILES string: C=C/C=C/N.O.O
Relative energy (zero: lowest compared OMol25 entry of this formula, charge and spin): 275.9 kJ/mol
Gap between HOMO and LUMO: 9.2309 eV
LUMO energy: 0.82 eV

Structure (ORCA input):
```
! wB97M-V def2-TZVPD RIJCOSX def2/J DEFGRID3
* xyz 0 1
C -0.01 2.62 1.95
C 1.03 2.36 1.16
C 1.28 1.07 0.46
C 1.13 0.96 -0.85
N 1.35 -0.25 -1.61
H -0.01 3.34 2.76
H -0.95 2.12 1.73
H 1.77 3.16 1.04
H 1.58 0.27 1.13
H 0.78 1.79 -1.44
H 0.67 -0.20 -2.36
H 1.22 -1.00 -0.96
O -3.11 -1.77 5.36
H -3.29 -2.53 4.81
H -2.21 -1.91 5.64
O -0.54 -3.56 -6.02
H -0.93 -2.73 -6.27
H 0.26 -3.73 -6.52
*
```

***

no.,total energy (eV)
1,-167561.95953
2,-9812.26292
3,-25821.55976
4,-69361.22081
5,-9294.83498
6,-9909.38205